[1]
Here is C26H28AuBIN10 as an isolated structure at a distorted geometry from OMol25. Energies are from ωB97M-V with the def2-TZVPD basis set.

CARTESIAN COORDINATES (ANGSTROEM)
Au -0.905 1.193 -0.415
C 0.296 1.722 3.089
C 0.558 0.341 2.587
C 1.306 -0.690 3.172
C 1.226 -1.732 2.275
N 0.469 -1.335 1.233
N 0.051 -0.065 1.435
B 0.055 -2.131 -0.030
N -1.486 -2.277 -0.057
C -2.346 -3.291 0.180
C -3.629 -2.799 0.117
C -3.468 -1.432 -0.163
C -4.506 -0.367 -0.310
N -2.183 -1.138 -0.255
N 0.506 -1.382 -1.346
C 1.247 -1.901 -2.340
C 1.399 -0.958 -3.332
C 0.706 0.161 -2.870
C 0.522 1.494 -3.511
N 0.164 -0.112 -1.689
N 0.845 -3.448 -0.009
C 0.539 -4.765 -0.013
C 1.710 -5.481 0.012
C 2.724 -4.503 0.029
C 4.207 -4.689 0.055
N 2.199 -3.291 0.013
H 0.802 1.889 4.039
H -0.774 1.887 3.234
H 0.652 2.463 2.370
H 1.840 -0.671 4.106
H 1.658 -2.716 2.310
H -2.023 -4.292 0.384
H -4.546 -3.347 0.248
H -5.506 -0.797 -0.290
H -4.379 0.174 -1.248
H -4.430 0.361 0.500
H 1.624 -2.905 -2.279
H 1.946 -1.059 -4.253
H 1.068 1.542 -4.451
H 0.883 2.285 -2.852
H -0.534 1.685 -3.709
H -0.468 -5.130 -0.051
H 1.820 -6.552 0.018
H 4.463 -5.747 0.036
H 4.639 -4.247 0.954
H 4.674 -4.206 -0.804
I 6.159 -0.413 0.475
C 4.488 0.757 0.208
C 4.435 2.126 0.131
N 3.133 2.433 -0.046
N 2.340 1.351 -0.088
C 3.156 0.322 0.065
H 5.206 2.875 0.187
H 2.720 3.343 -0.143
H 2.777 -0.690 0.076
C -1.852 2.717 0.042
C -2.590 3.851 0.189
C -3.122 4.439 -0.999
C -3.858 5.597 -0.907
C -4.095 6.200 0.329
C -3.586 5.629 1.495
C -2.843 4.473 1.445
H -2.931 3.962 -1.950
H -4.258 6.043 -1.809
H -4.674 7.112 0.382
H -3.774 6.101 2.450
H -2.447 4.027 2.347

Total energy: -2013.340519 Eh
⟨S²⟩: 0.798
Energy relative to the best compared isomer or geometry (same formula, charge and spin): 193.72 kJ/mol
HOMO (spin up / spin down): -7.19 / -8.57 eV
F_max: 1.3 eV/A
Spin multiplicity: 2

Löwdin atomic charge list, values in e, 6 entries:
1. Au 1.002
2. C -0.043
3. C -0.367
4. C -0.016
5. C -0.070
6. N 0.009

[2]
Here is C26H19N2O4PPdSe2 as an isolated structure at a distorted geometry from OMol25. Energies are from ωB97M-V with the def2-TZVPD basis set.

CARTESIAN COORDINATES (ANGSTROEM)
Pd 0.634 -0.099 0.446
Se -0.973 -1.076 -1.105
P 0.951 -1.583 -1.942
Se 2.135 0.147 -1.452
C 1.624 -3.105 -1.228
C 1.291 -4.332 -1.799
C 1.746 -5.509 -1.228
C 2.535 -5.468 -0.087
C 2.865 -4.248 0.485
C 2.410 -3.068 -0.080
C 0.909 -1.911 -3.721
C 2.108 -2.200 -4.373
C 2.114 -2.436 -5.735
C 0.924 -2.390 -6.454
C -0.267 -2.100 -5.808
C -0.275 -1.854 -4.441
H 0.677 -4.374 -2.690
H 1.486 -6.459 -1.677
H 2.892 -6.388 0.357
H 3.478 -4.212 1.376
H 2.663 -2.115 0.371
H 3.035 -2.241 -3.812
H 3.045 -2.659 -6.239
H 0.930 -2.577 -7.519
H -1.193 -2.060 -6.367
H -1.203 -1.613 -3.937
N 0.041 2.503 0.551
C -0.679 3.116 -0.101
C -1.550 3.820 -1.000
C -2.156 3.102 -2.029
C -2.988 3.766 -2.915
C -3.211 5.129 -2.772
C -2.606 5.837 -1.743
C -1.771 5.186 -0.850
H -1.963 2.042 -2.127
H -3.461 3.220 -3.720
H -3.861 5.643 -3.467
H -2.783 6.899 -1.636
H -1.292 5.724 -0.044
O 1.646 -0.120 2.485
C 0.468 -0.213 2.904
O -0.500 -0.342 2.078
C 0.157 -0.171 4.360
C -1.158 -0.289 4.795
C -1.446 -0.245 6.149
C -0.392 -0.082 7.030
C 0.925 0.038 6.627
C 1.195 -0.008 5.270
N -0.691 -0.035 8.481
O -1.858 -0.071 8.811
O 0.232 0.193 9.234
H -1.946 -0.414 4.066
H -2.453 -0.333 6.524
H 1.704 0.164 7.363
H 2.207 0.085 4.900

Total energy: -6684.742708 Eh
Energy relative to the best compared isomer or geometry (same formula, charge and spin): 47.82 kJ/mol
HOMO: -8.36 eV
F_max: 1.2 eV/A
Spin multiplicity: 1

Löwdin atomic charge list, values in e, 6 entries:
1. Pd 0.393
2. Se 0.396
3. P 0.137
4. Se 0.362
5. C -0.399
6. C -0.085